{
  "formula": "C25H21N4O3PdSSe2",
  "method": "ωB97M-V/def2-TZVPD",
  "species": ["H", "H", "C", "H", "C", "C", "C", "C", "C", "N", "H", "C", "H", "C", "C", "H", "H", "O", "H", "N", "C", "Se", "O", "S", "C", "C", "H", "H", "C", "N", "C", "C", "H", "C", "C", "C", "Se", "N", "H", "H", "H", "C", "C", "H", "C", "C", "C", "H", "H", "H", "C", "O", "Pd", "H", "H", "C", "H"],
  "positions_angstrom": [[-4.015, 2.488, 3.732], [-0.629, -3.921, -4.298], [-3.458, -0.629, 2.626], [-1.421, 0.737, -3.118], [-2.640, -0.368, 1.544], [-1.591, -2.100, -4.919], [-2.257, -1.656, 0.869], [1.695, 4.040, -1.030], [-2.809, 1.963, 2.040], [-0.546, -1.048, -2.588], [-1.997, -2.519, -5.830], [1.244, -1.428, 3.445], [-2.402, -0.121, -5.217], [1.206, 2.776, -1.213], [3.024, 4.240, -0.634], [4.940, 3.398, -0.162], [-0.725, 3.500, -1.774], [-2.970, -2.867, 3.893], [4.474, 0.146, -1.340], [1.755, 0.387, -0.939], [-0.337, -2.338, -2.892], [0.461, -3.647, -1.693], [-1.492, -1.713, -0.166], [-3.654, -2.396, 2.725], [-3.968, 0.365, 3.433], [2.557, -2.743, 1.948], [1.062, 4.897, -1.216], [4.083, 0.097, 0.362], [-3.631, 1.679, 3.126], [-2.755, -2.730, 1.390], [4.434, 0.753, -0.434], [-0.155, 2.573, -1.779], [-1.677, 1.173, 0.392], [1.911, -2.140, 0.884], [0.645, -0.855, 2.337], [-0.835, -2.885, -4.067], [2.435, -2.761, -0.899], [0.983, -1.183, 1.089], [3.374, 5.256, -0.493], [5.432, 1.111, -0.192], [-0.051, 2.242, -2.815], [2.229, -2.377, 3.247], [3.497, 1.893, -0.627], [-0.714, 1.807, -1.245], [-1.266, -0.288, -3.419], [3.917, 3.191, -0.446], [-1.814, -0.774, -4.588], [-4.611, 0.128, 4.270], [-0.136, -0.113, 2.448], [2.721, -2.850, 4.086], [2.089, 1.634, -0.956], [-5.022, -2.752, 2.512], [0.077, -0.559, -0.644], [-2.562, 2.992, 1.813], [3.286, -3.517, 1.754], [-2.311, 0.941, 1.238], [0.921, -1.135, 4.433]],
  "relative_energy_ev": 1.1282,
  "multiplicity": 1,
  "total_charge": 1
}

{
  "formula": "C25H21N4O4PS2Ti",
  "method": "ωB97M-V/def2-TZVPD",
  "species": ["C", "O", "H", "C", "H", "S", "H", "C", "C", "H", "C", "H", "C", "C", "H", "H", "H", "N", "C", "O", "H", "H", "C", "H", "H", "H", "C", "C", "C", "C", "C", "C", "H", "H", "C", "P", "H", "Ti", "C", "C", "C", "H", "O", "C", "N", "C", "C", "H", "O", "S", "N", "N", "H", "C", "C", "H", "C", "H"],
  "positions_angstrom": [[0.407, 6.048, 1.451], [2.004, 4.382, -0.380], [-1.115, -0.821, -2.513], [4.058, 0.521, 0.832], [-1.808, -5.246, 3.382], [1.869, -0.055, -3.695], [-0.749, -7.223, -3.174], [5.015, 1.155, 1.598], [-0.758, -5.742, -4.727], [4.254, -0.385, 0.272], [-1.495, 4.592, 1.197], [-1.915, 3.666, 0.825], [-1.425, -1.479, -1.695], [-0.381, 6.957, 2.134], [-3.332, 5.293, 2.041], [-0.331, -2.420, -4.234], [-0.702, -4.042, -6.037], [3.412, 2.858, 2.119], [-0.151, 4.868, 0.986], [-2.889, -0.429, -0.137], [-2.695, -3.648, -0.483], [1.456, 6.245, 1.271], [-0.642, -3.486, 0.128], [-3.361, 7.244, 3.440], [-2.044, 8.248, 3.630], [5.331, 2.887, 2.833], [4.626, 2.334, 2.220], [-0.448, -3.471, -3.992], [-2.281, 5.502, 1.879], [-0.667, -6.169, -3.410], [0.258, -3.751, 1.156], [2.544, 2.179, 1.364], [-0.911, -6.458, -5.524], [1.292, -3.447, 1.039], [-1.480, -4.758, 2.473], [-0.005, -2.625, -1.372], [-0.413, -5.599, -1.363], [0.940, 0.926, -0.535], [1.475, 0.440, -2.204], [-0.374, -3.886, -2.660], [-0.475, -5.250, -2.387], [6.018, 0.766, 1.695], [-0.031, 3.013, -0.795], [-1.736, -0.613, -0.477], [2.831, 1.020, 0.733], [-1.974, -3.860, 0.297], [-1.732, 6.692, 2.358], [0.049, 7.886, 2.492], [-0.695, -0.119, 0.139], [0.859, 3.692, 0.159], [-2.539, 7.632, 3.005], [1.241, 2.558, 1.184], [0.561, -4.583, 3.111], [-2.392, -4.489, 1.459], [-0.645, -4.388, -5.013], [-2.327, -2.009, -1.996], [-0.153, -4.387, 2.320], [-3.433, -4.764, 1.579]],
  "relative_energy_ev": 0.3137,
  "multiplicity": 2,
  "total_charge": -1
}

{
  "formula": "C25H21N5O4PtS3",
  "method": "ωB97M-V/def2-TZVPD",
  "species": ["C", "N", "C", "O", "C", "H", "C", "H", "H", "S", "C", "C", "C", "H", "N", "H", "H", "H", "H", "H", "C", "H", "C", "O", "C", "C", "N", "Pt", "S", "H", "C", "H", "C", "H", "C", "H", "C", "C", "C", "N", "O", "H", "C", "N", "H", "C", "C", "H", "H", "C", "C", "H", "H", "S", "C", "H", "C", "C", "O"],
  "positions_angstrom": [[-0.087, 5.082, 1.341], [1.359, -1.062, 1.125], [1.836, 6.400, 1.968], [-0.403, 3.723, -1.961], [-1.286, -0.916, -3.661], [3.977, 2.202, -4.637], [-2.058, -2.146, 1.727], [-0.451, 0.653, 1.466], [-1.119, 4.791, 1.474], [-0.107, -2.188, -1.542], [-1.859, -3.502, 2.011], [0.336, -1.864, 1.512], [-0.583, -2.035, -3.212], [-0.088, 6.540, 2.912], [-1.100, -0.005, 1.051], [1.846, 7.920, 3.325], [3.610, 6.026, 0.819], [2.017, -4.756, 2.073], [0.225, -3.935, -3.740], [3.364, -0.887, 0.810], [2.574, -1.562, 1.110], [3.892, -3.231, 1.428], [3.334, 1.940, -3.822], [-3.162, -1.375, -7.445], [1.850, 1.926, -1.899], [-1.902, -1.828, -7.277], [2.443, 7.303, 2.803], [0.360, 0.010, -0.887], [2.644, 3.176, -2.812], [-0.457, -5.084, 2.295], [1.845, -3.721, 1.820], [-3.064, -1.756, 1.667], [0.661, 4.462, 0.356], [-0.479, -3.775, -6.113], [-1.724, -0.852, -4.966], [-2.259, 0.023, -5.306], [2.915, 0.718, -3.432], [-0.602, -4.036, 2.083], [-1.437, -1.884, -5.862], [2.085, 0.717, -2.359], [-1.247, -2.174, -8.219], [-3.589, -1.168, -6.604], [2.870, -2.886, 1.464], [1.118, 2.065, -0.798], [3.186, -0.218, -3.887], [1.990, 4.796, 0.176], [-0.710, -2.986, -5.417], [2.567, 4.298, -0.585], [-2.717, -4.137, 2.158], [-0.983, -1.321, 1.485], [-0.313, -3.075, -4.102], [-2.032, 0.382, 1.003], [3.314, 7.700, 2.491], [-0.057, 3.193, -0.670], [0.492, 6.046, 2.143], [-1.487, -0.102, -2.966], [0.525, -3.228, 1.838], [2.575, 5.759, 0.969], [-1.114, 2.556, 0.086]],
  "multiplicity": 1,
  "e_tot_ha": -2853.91274
}

{
  "formula": "C25H21N6O3Os",
  "method": "ωB97M-V/def2-TZVPD",
  "species": ["C", "C", "H", "C", "H", "C", "C", "H", "C", "N", "H", "H", "H", "H", "C", "C", "O", "H", "H", "H", "C", "C", "C", "C", "C", "O", "N", "H", "C", "H", "N", "C", "C", "C", "C", "N", "C", "N", "C", "H", "C", "C", "H", "C", "O", "C", "C", "H", "Os", "N", "H", "H", "H", "H", "H", "H"],
  "positions_angstrom": [[5.152, -3.107, 7.255], [3.135, -3.183, 5.902], [1.020, -3.466, -2.629], [0.147, -2.839, 5.987], [6.715, -3.964, 8.401], [0.684, 1.612, -1.660], [0.548, -1.422, 3.923], [2.611, -3.505, 5.012], [-0.023, 2.675, -0.868], [0.082, -0.123, 1.952], [7.163, -2.524, 7.538], [-0.506, 5.999, -0.680], [4.990, -4.016, 5.302], [-2.147, 2.782, 1.634], [-1.415, 4.512, 0.576], [2.432, -2.505, 6.938], [1.436, 1.824, -2.550], [-0.825, -1.942, 2.345], [2.376, 1.421, 3.827], [-0.435, -3.197, 4.153], [1.468, -0.457, 4.330], [0.969, 0.809, 2.358], [-1.508, 3.156, 0.844], [3.127, -2.108, 8.124], [-1.683, -2.900, 0.005], [-0.692, -3.543, 6.450], [1.109, -2.226, 6.865], [0.668, -1.948, 7.737], [0.122, 4.005, -1.189], [4.966, -2.121, 9.174], [0.242, -2.603, 4.617], [-0.114, -1.216, 2.716], [0.252, -3.354, -1.875], [-0.582, -4.400, -1.496], [6.576, -3.446, 7.447], [-0.822, 2.248, 0.138], [0.066, -2.123, -1.288], [-0.871, -1.894, -0.343], [4.443, -2.405, 8.270], [-1.992, 5.211, 1.165], [-1.568, -4.163, -0.551], [1.669, 0.658, 3.535], [2.584, -1.591, 8.906], [0.855, -0.929, -1.749], [1.796, -0.981, -2.466], [-0.590, 4.945, -0.450], [4.455, -3.474, 6.071], [-2.459, -2.678, 0.728], [-0.905, 0.150, 0.205], [0.291, 0.292, -1.218], [6.983, -4.049, 6.641], [1.101, 1.668, 1.719], [-0.477, -5.377, -1.949], [2.026, -0.556, 5.248], [-2.258, -4.940, -0.253], [0.772, 4.280, -2.009]],
  "relative_energy_ev": 0.0206,
  "multiplicity": 1,
  "total_charge": 3
}

Ordered maximum force results: 0.55 1.82 2.15 0.97; unit eV/Å.